[1]
ORCA calculation (ωB97M-V with the def2-TZVPD basis set) on C5H9NO2 in the gas phase at a distorted geometry.

Last columns: bonded neighbours and bond lengths (Å).
CARTESIAN COORDINATES (ANGSTROEM)
1 C 0.370 0.424 -0.859  C2 1.583, C5 1.579, H8 1.168, N15 1.507
2 C 0.521 -1.113 -0.510  C1 1.583, C3 1.506, H9 1.216, O16 1.318
3 C -0.801 -1.141 0.212  C2 1.506, C4 1.533, C5 1.870, H11 1.162, O17 1.415
4 C -0.810 0.053 1.172  C3 1.533, C5 1.519, H12 1.143, H13 1.193
5 C -1.043 0.667 -0.197  C1 1.579, C3 1.870, C4 1.519, H14 1.129, O17 1.430
6 H 0.394 1.291 0.737  N15 1.180
7 H 1.623 2.151 -0.410  N15 1.159
8 H 0.611 0.635 -1.982  C1 1.168
9 H 0.299 -1.579 -1.611  C2 1.216
10 H 1.915 -0.467 0.653  O16 1.109
11 H -1.081 -2.225 0.522  C3 1.162
12 H -1.913 0.151 1.453  C4 1.143
13 H 0.158 0.319 1.819  C4 1.193
14 H -1.555 1.634 -0.477  C5 1.129
15 N 1.342 1.127 0.054  C1 1.507, H6 1.180, H7 1.159
16 O 1.618 -1.414 0.157  C2 1.318, H10 1.109
17 O -1.647 -0.513 -0.732  C3 1.415, C5 1.430

Results
Energy relative to the best compared isomer or geometry (same formula, charge and spin) = 570.9 kJ/mol
E = -400.95933 hartree
LUMO = 0.8 eV
Molecular weight = 115.1 u

***

[2]
ORCA calculation (ωB97M-V with the def2-TZVPD basis set) on a 2-piece molecular cluster, C5H9NO2 overall at a distorted geometry.

Last columns: bonded neighbours and bond lengths (Å).
CARTESIAN COORDINATES (ANGSTROEM)
1 C 0.679 -1.653 -0.697  C2 1.431, H6 1.088, H7 1.085, H8 1.317
2 C 0.976 -0.266 -0.882  C1 1.431, C3 1.370, H9 1.084
3 C -0.007 0.686 -0.802  C2 1.370, N4 1.391, O5 1.387
4 N -1.343 0.489 -1.134  C3 1.391, H10 1.011, H11 1.010
5 O 0.276 2.042 -0.724  C3 1.387, H12 0.964
6 H -0.180 -2.030 -1.247  C1 1.088
7 H 1.521 -2.327 -0.813  C1 1.085
8 H 0.221 -1.601 0.537  C1 1.317
9 H 1.988 0.068 -0.685  C2 1.084
10 H -1.926 1.272 -0.871  N4 1.011
11 H -1.721 -0.370 -0.760  N4 1.010
12 H 1.220 2.178 -0.865  O5 0.964
13 C -0.291 -0.895 1.817  C14 1.240, H16 1.068
14 C -0.252 0.330 1.624  C13 1.240, O15 1.317
15 O -0.376 1.608 1.912  C14 1.317, H17 0.978
16 H -0.617 -1.675 2.470  C13 1.068
17 H -0.168 2.144 1.120  O15 0.978

Results
Energy relative to the best compared isomer or geometry (same formula, charge and spin) = 473.6 kJ/mol
E = -400.99637 hartree
LUMO = 0.6 eV
SMILES = C/C=C(\N)O.C#CO
Molecular weight = 115.1 u

***

[3]
ORCA calculation (ωB97M-V with the def2-TZVPD basis set) on C5H9NO2 in the gas phase at a distorted geometry.

Last columns: bonded neighbours and bond lengths (Å).
CARTESIAN COORDINATES (ANGSTROEM)
1 O 1.079 -0.322 2.237  C2 1.266
2 C 0.518 -0.142 1.116  O1 1.266, C3 1.439, C8 1.542
3 C -0.415 0.950 1.033  C2 1.439, N4 1.560, H9 1.181, H10 1.143
4 N -0.586 1.683 -0.334  C3 1.560, C5 1.515, H11 0.969
5 C -1.166 0.769 -1.394  N4 1.515, C6 1.499, H12 1.168, H13 1.098
6 C -0.779 -0.677 -1.329  C5 1.499, O7 1.370, H14 1.042, H15 1.146
7 O 0.535 -1.025 -1.154  C6 1.370, C8 1.340
8 C 0.998 -1.190 0.093  C2 1.542, O7 1.340, H16 1.138, H17 1.074
9 H -0.075 1.737 1.845  C3 1.181
10 H -1.458 0.742 1.451  C3 1.143
11 H 0.351 1.775 -0.563  N4 0.969
12 H -0.830 1.233 -2.411  C5 1.168
13 H -2.239 0.934 -1.227  C5 1.098
14 H -1.365 -1.216 -0.658  C6 1.042
15 H -1.194 -1.130 -2.296  C6 1.146
16 H 1.011 -2.241 0.529  C8 1.138
17 H 2.051 -1.108 -0.108  C8 1.074

Results
Energy relative to the best compared isomer or geometry (same formula, charge and spin) = 309.6 kJ/mol
E = -401.05883 hartree
LUMO = 0.6 eV
SMILES = O=C1CNCCOC1
Molecular weight = 115.1 u

***

> Which value of molecular weight does entry 3 give?

115.1 u